Entry 1:
75
Properties=species:S:1:pos:R:3:forces:R:3 method="wB97M-V/def2-TZVPD" charge=-1 relative_energy_kj_mol=38.14 gap_ev=7.66
Rb -1.2624 0.0932 0.6796 1.1 0.3 -0.2
O -0.4769 6.8541 2.1545 0.0 0.0 0.0
C -1.5534 5.9307 1.9696 0.1 0.0 0.0
C -1.1882 4.9515 0.8958 0.1 0.0 0.1
C -2.0978 4.5695 -0.0704 -0.1 -0.1 0.0
C -1.7636 3.5370 -0.9310 0.2 -0.1 -0.1
N -0.5937 2.9047 -0.9135 0.0 0.1 0.1
C 0.3047 3.3090 -0.0073 -0.1 0.1 -0.1
C 0.0460 4.3175 0.9097 0.0 0.0 0.0
C 1.6187 2.6055 0.0255 0.0 -0.1 0.0
C 2.7875 3.3261 0.2580 0.0 0.0 0.0
C 3.9934 2.6470 0.3508 0.0 0.1 0.0
C 5.2866 3.3790 0.6111 -0.1 0.1 -0.1
O 5.3267 4.6893 0.0548 0.0 -0.1 0.1
C 3.9727 1.2702 0.2018 0.0 -0.1 0.0
C 2.7653 0.6309 -0.0433 -0.1 0.1 -0.1
N 1.6044 1.2814 -0.1415 0.1 0.1 0.2
H -0.5509 7.2151 3.0410 0.0 0.0 0.0
H -2.4730 6.4522 1.6939 0.0 0.1 0.0
H -1.7460 5.3610 2.8814 0.0 0.0 0.0
H -3.0872 5.0109 -0.1074 0.1 0.0 0.0
H -2.4829 3.1867 -1.6634 0.0 0.0 0.0
H 0.7792 4.5707 1.6648 -0.1 0.0 0.0
H 2.7556 4.4038 0.3606 0.0 0.0 0.0
H 6.1203 2.7749 0.2456 0.1 0.0 0.0
H 5.4267 3.5096 1.6838 0.0 0.0 0.1
H 4.9781 4.6412 -0.8414 0.0 0.0 0.0
H 4.8886 0.6920 0.2657 0.0 0.0 0.0
H 2.7231 -0.4409 -0.1995 0.0 -0.1 0.0
C -2.3526 -6.4077 -5.3530 0.0 0.1 0.1
C -2.0339 -5.5222 -4.1721 0.0 -0.1 0.0
C -2.2963 -5.9439 -2.8726 0.0 0.0 -0.1
C -2.0259 -5.1220 -1.7853 0.0 0.0 0.0
C -1.4927 -3.8639 -1.9994 0.1 0.0 -0.1
C -1.2277 -3.4187 -3.2890 0.1 -0.1 0.0
C -1.4927 -4.2509 -4.3642 0.0 0.0 0.0
S -1.1674 -2.7584 -0.6420 0.0 -0.4 -0.1
O -1.9929 -1.6020 -0.9500 -0.3 -0.9 -0.7
O -1.5222 -3.4685 0.5723 -0.2 -0.2 0.0
N 0.3246 -2.3054 -0.6849 0.4 -0.2 -0.3
C 1.3728 -3.1992 -0.6267 -0.2 -0.1 0.1
C 1.2538 -4.6109 -0.5208 -0.2 0.1 0.1
C 2.3794 -5.4014 -0.5241 0.0 0.0 0.0
C 3.6408 -4.8180 -0.6153 -0.1 0.0 0.0
C 3.6746 -3.4394 -0.6779 -0.1 0.1 0.0
N 2.5996 -2.6525 -0.6824 0.1 0.1 -0.1
H -2.3683 -7.4604 -5.0654 0.0 0.0 0.0
H -1.6197 -6.2811 -6.1508 0.0 0.0 0.0
H -3.3345 -6.1626 -5.7661 0.0 0.0 0.0
H -2.7115 -6.9331 -2.7083 0.0 0.0 0.0
H -2.2273 -5.4439 -0.7694 0.0 0.0 -0.1
H -0.8059 -2.4287 -3.4330 0.0 -0.1 0.0
H -1.2760 -3.9110 -5.3728 0.0 0.0 0.1
H 0.2805 -5.0654 -0.4053 0.0 0.0 0.0
H 2.2762 -6.4777 -0.4448 0.0 0.0 0.0
H 4.5499 -5.4053 -0.6175 0.0 0.0 0.0
H 4.6310 -2.9218 -0.7281 0.0 0.0 0.0
C -5.0494 -2.6159 5.6072 0.1 0.1 -0.1
C -4.3550 -1.4397 4.9601 0.0 -0.1 0.0
C -2.9931 -1.2258 5.1285 0.0 0.0 0.0
C -2.3512 -0.1614 4.5030 -0.1 0.0 0.0
C -3.0778 0.7042 3.7014 0.0 -0.1 0.0
C -4.4443 0.5046 3.5213 0.1 0.0 0.1
C -5.0722 -0.5550 4.1530 0.0 0.0 0.0
S -2.2656 2.0229 2.8140 -0.2 0.4 0.5
O -2.5124 3.2432 3.5581 0.0 0.1 0.0
O -0.8624 1.6213 2.7683 0.0 0.4 0.4
O -2.9097 1.9799 1.5021 -0.2 0.4 0.2
H -4.3678 -3.1683 6.2547 0.0 0.0 0.0
H -5.4256 -3.3069 4.8486 0.0 0.0 0.0
H -5.9013 -2.2904 6.2080 0.0 0.0 0.0
H -2.4196 -1.9102 5.7453 0.0 0.0 0.0
H -1.2861 -0.0032 4.6180 0.0 0.0 0.0
H -4.9946 1.1780 2.8747 0.0 -0.1 0.0
H -6.1366 -0.7137 4.0062 0.0 0.0 0.0


Entry 2:
72
Properties=species:S:1:pos:R:3:forces:R:3 method="wB97M-V/def2-TZVPD" charge=+2 relative_energy_kj_mol=0.00 gap_ev="6.02 / 5.06" multiplicity=6
Ir -0.0604 0.1549 0.5636 0.6 -0.3 -0.1
Br 0.6136 -2.4724 7.4528 0.1 0.0 0.2
C 0.1083 -2.0080 5.7496 0.0 0.0 -0.1
C -1.0819 -2.5085 5.2185 0.1 0.1 0.1
C -1.3944 -2.1511 3.9339 0.1 0.0 -0.1
C -0.5541 -1.3099 3.1486 -0.1 0.0 -0.3
O -0.9254 -1.1157 1.9311 -0.2 0.0 0.4
C 0.6596 -0.7420 3.7239 0.0 0.1 -0.2
C 1.5452 0.1750 3.0910 -0.1 -0.1 0.0
N 1.4047 0.6925 1.8233 -0.3 0.2 -0.3
C 2.3405 1.5615 1.2849 -0.2 -0.2 0.1
C 3.4971 2.0136 1.8846 0.2 0.1 0.1
C 4.3457 2.9169 1.2105 0.0 -0.1 0.2
C 4.0559 3.3696 -0.0434 -0.1 0.0 -0.1
C 2.8844 2.9091 -0.6954 0.0 0.0 -0.1
C 2.5044 3.3049 -1.9918 0.1 0.1 0.0
C 1.3720 2.7881 -2.5634 0.0 0.0 -0.1
C 0.6021 1.8685 -1.8522 0.0 -0.1 0.0
N 0.9201 1.4807 -0.6256 0.2 0.2 0.1
C 2.0504 1.9980 -0.0305 -0.3 -0.1 -0.2
C 0.9572 -1.1333 5.0139 -0.1 -0.1 0.2
H -1.7239 -3.1495 5.8036 0.0 0.0 0.0
H -2.3047 -2.5038 3.4659 0.0 0.0 0.0
H 2.3639 0.5409 3.6912 0.0 0.0 0.1
H 3.7665 1.6929 2.8800 0.0 0.0 0.0
H 5.2434 3.2599 1.7072 0.0 0.0 0.0
H 4.7069 4.0704 -0.5487 0.0 0.0 0.0
H 3.1136 4.0229 -2.5278 0.0 0.0 0.0
H 1.0669 3.0744 -3.5597 0.0 0.0 0.0
H -0.2994 1.4454 -2.2681 0.0 0.0 0.0
H 1.8552 -0.7614 5.4901 0.0 0.0 0.0
C -2.5120 -0.5844 -2.5065 0.0 0.1 0.0
As -1.2153 -1.1912 -1.2148 0.1 0.0 0.2
C -2.1797 -2.6443 -0.3780 -0.1 0.0 0.0
C 0.0813 -2.1660 -2.2671 -0.1 -0.1 0.0
C -0.2067 -2.5539 -3.5725 0.1 0.0 0.0
C 0.6493 -3.4122 -4.2475 0.0 0.0 0.0
C 1.7877 -3.8978 -3.6194 0.0 0.0 0.0
C 2.0878 -3.4966 -2.3263 0.0 0.1 0.0
C 1.2436 -2.6218 -1.6481 0.1 0.0 0.0
As 1.7084 -1.9964 0.1234 -0.4 0.1 -0.1
C 1.6948 -3.6157 1.1896 0.0 0.0 0.0
C 3.5929 -1.6088 -0.0448 0.0 0.1 0.1
H -2.9269 -1.4631 -2.9949 0.0 0.0 -0.1
H -2.0645 0.0813 -3.2403 0.0 0.0 0.0
H -3.3043 -0.0574 -1.9816 0.0 0.0 0.0
H -2.5461 -3.3072 -1.1587 0.0 0.0 0.0
H -3.0124 -2.2489 0.2019 0.0 0.0 0.0
H -1.5125 -3.1870 0.2872 0.0 0.0 0.0
H -1.0925 -2.1934 -4.0773 0.0 0.0 0.0
H 0.4213 -3.7080 -5.2626 0.0 0.0 0.0
H 2.4452 -4.5829 -4.1379 0.0 0.0 0.0
H 2.9910 -3.8660 -1.8559 0.0 0.0 0.0
H 2.1697 -4.4164 0.6246 0.0 0.0 0.0
H 0.6704 -3.8958 1.4275 0.0 0.0 0.0
H 2.2448 -3.4396 2.1127 0.0 0.0 0.0
H 4.1205 -2.4943 -0.3931 0.0 0.0 0.0
H 3.9768 -1.3168 0.9315 0.0 0.0 0.0
H 3.7365 -0.7914 -0.7488 0.0 0.0 0.0
C -6.0579 4.5075 -0.2387 0.1 0.0 0.0
C -4.8026 3.8207 -0.6704 -0.1 0.0 0.1
C -4.1724 4.0976 -1.8842 0.0 0.0 -0.1
C -3.0143 3.4060 -2.1994 0.1 0.0 0.0
N -2.4725 2.5043 -1.3823 -0.2 0.2 0.0
C -3.1499 2.3190 -0.2408 0.1 -0.1 0.2
S -2.5413 1.1718 0.9139 0.0 -0.1 0.1
N -4.2802 2.9085 0.1540 0.1 0.2 -0.3
H -6.5163 5.0600 -1.0553 0.0 0.0 0.0
H -5.8315 5.2041 0.5705 0.0 0.0 0.0
H -6.7622 3.7757 0.1530 0.0 0.0 0.0
H -4.5807 4.8302 -2.5670 0.0 0.0 0.0
H -2.5009 3.5860 -3.1373 0.0 0.0 0.0


Entry 3:
73
Properties=species:S:1:pos:R:3:forces:R:3 method="wB97M-V/def2-TZVPD" charge=-1 relative_energy_kj_mol=86.92 gap_ev="5.41 / 5.70" multiplicity=6
Ir -1.6225 0.4019 -1.3196 0.4 -0.1 -0.1
N -1.7064 2.7991 -0.9512 0.0 0.0 -0.1
C -2.2057 3.1268 0.3467 -0.1 0.0 0.0
C -2.9268 4.2973 0.5555 0.0 0.0 0.0
C -3.4200 4.5917 1.8171 0.0 0.0 0.0
C -3.1904 3.7275 2.8793 0.0 0.0 0.0
C -2.4882 2.5507 2.6696 0.0 0.0 0.0
C -2.0099 2.2281 1.4024 0.0 0.0 0.0
P -1.2692 0.6254 0.9579 -0.3 0.0 0.0
C -1.8797 -0.5823 2.1773 0.0 0.0 0.1
C -2.8928 -1.4415 1.7618 0.0 0.0 0.0
C -3.4040 -2.3911 2.6379 0.0 0.0 0.0
C -2.8989 -2.4922 3.9254 0.0 0.0 0.0
C -1.8777 -1.6460 4.3418 0.0 0.0 0.0
C -1.3675 -0.6972 3.4697 0.0 0.0 0.0
C 0.4891 0.8055 1.4302 0.0 0.0 -0.1
C 1.0753 2.0518 1.6269 0.0 0.0 0.0
C 2.4440 2.1591 1.8433 0.0 0.0 0.0
C 3.2375 1.0226 1.8673 0.0 0.0 0.0
C 2.6582 -0.2269 1.6778 0.0 0.0 0.0
C 1.2950 -0.3335 1.4578 0.0 0.0 0.0
H -0.7409 3.0829 -1.0758 0.0 0.1 0.0
H -2.2759 3.2268 -1.6935 0.0 0.0 0.0
H -3.0978 4.9642 -0.2816 0.0 0.0 0.0
H -3.9866 5.5016 1.9699 0.0 0.0 0.0
H -3.5750 3.9596 3.8645 0.0 0.0 0.0
H -2.3439 1.8576 3.4895 0.0 0.0 0.0
H -3.2613 -1.3644 0.7441 0.0 0.0 0.0
H -4.1907 -3.0574 2.3076 0.0 0.0 0.0
H -3.2937 -3.2369 4.6057 0.0 0.0 0.0
H -1.4760 -1.7307 5.3440 0.0 0.0 0.0
H -0.5576 -0.0507 3.7879 0.0 0.0 0.0
H 0.4628 2.9461 1.6110 0.0 0.0 0.0
H 2.8887 3.1356 1.9898 0.0 0.0 0.0
H 4.3048 1.1080 2.0288 0.0 0.0 0.0
H 3.2714 -1.1200 1.6863 0.0 0.0 0.0
H 0.8529 -1.3108 1.2990 0.0 0.0 0.0
Se -3.4975 0.3774 -2.6907 -0.2 0.0 0.2
Te -4.2673 4.1304 -3.2250 0.0 0.0 0.0
Te -3.1493 3.9711 -5.6364 0.0 0.1 0.0
Se -3.0456 1.6905 -6.3808 0.0 0.0 -0.1
C 1.9098 0.2244 -4.1934 0.0 0.0 0.0
C 0.9012 0.8747 -3.2330 0.0 -0.1 0.0
C 1.6747 1.5230 -2.0832 0.0 0.0 0.0
C 0.1130 1.9298 -4.0071 0.0 0.0 0.0
C -0.0886 -0.1718 -2.7159 0.0 0.1 0.0
H 2.5709 0.9817 -4.6245 0.0 0.0 0.0
H 1.3882 -0.2742 -5.0139 0.0 0.0 0.0
H 2.5278 -0.5150 -3.6805 0.0 0.0 0.0
H 2.3951 2.2495 -2.4702 0.0 0.0 0.0
H 2.2170 0.7791 -1.4948 0.0 0.0 0.0
H 1.0045 2.0433 -1.3951 0.0 0.0 0.0
H 0.7872 2.7025 -4.3876 0.0 0.0 0.0
H -0.6495 2.4061 -3.3883 0.0 0.0 0.0
H -0.4142 1.4894 -4.8561 0.0 0.0 0.0
H -0.5553 -0.6682 -3.5703 0.0 -0.1 0.0
O -1.0537 -2.3916 -1.4567 0.0 0.0 0.0
C 0.1442 -2.1988 -1.4510 0.1 0.0 -0.1
O 0.7539 -1.1980 -2.0505 0.0 -0.1 0.0
C 1.0988 -3.0704 -0.6953 0.0 0.0 0.0
C 0.5661 -4.0276 0.1555 0.0 0.0 0.0
C 1.3844 -4.8302 0.9542 0.0 0.0 0.0
C 2.7368 -4.6260 0.8470 0.0 0.0 0.0
O 3.7449 -5.2587 1.5251 0.0 0.0 0.0
C 4.9626 -4.7351 0.9955 0.0 0.0 0.0
O 4.6393 -3.6632 0.1170 0.0 0.0 0.0
C 3.2692 -3.6730 -0.0027 0.0 0.0 0.0
C 2.4849 -2.8727 -0.7877 0.0 0.0 0.0
H -0.5106 -4.1250 0.1945 0.0 0.0 0.0
H 0.9774 -5.5702 1.6291 0.0 0.0 0.0
H 5.4827 -5.5207 0.4398 0.0 0.0 0.0
H 5.5785 -4.3601 1.8134 0.0 0.0 0.0
H 2.8980 -2.1107 -1.4327 0.0 0.0 0.0